Entry 1
The following is a quantum chemistry calculation of the ion C6H10N with charge +1, from the Open Molecules 2025 dataset.

```
17
C6H10N (ωB97M-V/def2-TZVPD)
C 0.8147 1.3676 -1.5707
C 0.5804 -0.7116 0.4233
C 0.6750 0.5533 1.1809
C -0.0202 0.4834 -0.4052
C -0.2799 1.0204 2.2415
C -0.4657 -0.5192 -2.7497
N 0.2210 0.3296 -1.8522
H 1.5075 -1.1892 0.2130
H -0.2431 -1.2939 0.9106
H 1.6269 0.9486 1.1787
H -1.0422 0.6928 -0.2214
H 0.2728 1.0706 3.1427
H -1.0173 0.3161 2.3504
H -0.6503 1.9855 2.0451
H -1.4720 -0.1148 -2.8026
H -0.6420 -1.5095 -2.4405
H -0.1533 -0.5180 -3.8574
```

Calculated values
E_LUMO: -4.5 eV
Net charge: +1
Spin multiplicity: 1
E_HOMO: -14.92 eV

=====

Entry 2
The following is a quantum chemistry calculation of a structure of composition C6H10N, from the Open Molecules 2025 dataset.

```
17
C6H10N (ωB97M-V/def2-TZVPD)
C 0.7083 -1.4791 -2.5836
C -0.1917 -0.5225 -2.2863
C 1.1327 -1.5723 -1.1724
C -0.1986 0.3418 0.0982
C 0.1595 0.7582 1.6295
C -1.0118 1.5171 2.1586
N 0.1714 -0.4554 -0.8745
H 0.9793 -2.0521 -3.4835
H -1.1614 -0.1544 -2.5748
H 0.8516 -2.4878 -0.6638
H 2.1282 -1.3377 -0.9366
H 0.4783 0.0175 2.4134
H -1.0791 0.9519 -0.2603
H 0.9628 1.4417 1.4446
H -0.9034 2.5888 2.2024
H -1.0188 1.1935 3.2193
H -2.0071 1.2507 1.6699
```

Calculated values
E_LUMO: -4.6 eV
Net charge: +1
Spin multiplicity: 1
E_HOMO: -14.68 eV

=====

Entry 3
The following is a quantum chemistry calculation of the ion C6H10N with charge +1, from the Open Molecules 2025 dataset.

```
17
C6H10N (ωB97M-V/def2-TZVPD)
C 2.2341 0.5534 0.9253
C 1.5811 -0.1549 0.0844
C 1.2793 -0.8581 -1.0692
C 0.1904 -0.8705 0.1512
C -1.0121 -0.1041 0.1876
C -1.2122 1.1939 -0.6003
N -2.0970 -0.5002 0.7256
H 1.6317 0.7512 1.8209
H 3.1891 0.8695 0.8426
H 0.9998 -0.3169 -2.0156
H 1.7585 -1.7862 -1.3321
H 0.3041 -1.9337 0.5406
H -2.1764 1.6852 -0.2726
H -1.3299 0.8145 -1.6370
H -0.5083 1.9196 -0.4110
H -1.9936 -1.4382 1.2844
H -2.8386 0.1755 0.7751
```

Calculated values
E_LUMO: -4.0 eV
Net charge: +1
Spin multiplicity: 1
E_HOMO: -14.39 eV

=====

Of them, entry 3 has the highest stability.

=====

Entry 1
The following is a quantum chemistry calculation of a cluster of 2 separate species, C5H15NO in total, from the Open Molecules 2025 dataset.

```
22
C5H15NO (ωB97M-V/def2-TZVPD)
C 1.3199 1.8268 0.4493
C 0.4439 0.5932 0.8880
C 1.1766 -0.1933 1.9790
C 0.0465 -0.3512 -0.2760
C -1.3236 -1.0207 0.1033
N 1.1115 -1.3140 -0.5943
H 1.4080 1.9779 -0.6259
H 2.3732 1.7142 0.7596
H 0.9364 2.7816 0.7963
H -0.4826 1.0726 1.2134
H 0.5275 -0.9802 2.3784
H 2.0792 -0.5943 1.5255
H 1.4471 0.4683 2.8045
H -0.1740 0.1923 -1.1918
H -2.0160 -0.1846 0.2149
H -1.6993 -1.6154 -0.7144
H -1.2270 -1.5595 1.0468
H 1.1957 -1.9111 0.2158
H 1.0268 -1.8399 -1.4484
O -2.2144 0.4163 -2.1952
H -2.3238 1.3711 -2.0054
H -3.1413 0.1693 -2.0747
```

Calculated values
E_LUMO: 0.7 eV
Net charge: 0
Spin multiplicity: 1
E_HOMO: -8.71 eV

=====

Entry 2
The following is a quantum chemistry calculation of a cluster of 2 separate species, C5H15NO in total, from the Open Molecules 2025 dataset.

```
22
C5H15NO (ωB97M-V/def2-TZVPD)
C 1.4091 1.7485 -1.3047
C 0.8375 0.3333 -1.0842
C 0.0939 0.1945 0.3054
C 1.2292 -0.0237 1.3580
N -0.7753 -0.9113 0.2445
C -1.2750 -1.4297 1.5641
H 1.3254 2.3271 -0.3160
H 2.4393 1.8517 -1.5418
H 0.7358 2.1987 -2.0052
H 1.7078 -0.4108 -1.0113
H 0.2085 0.1378 -1.9651
H -0.5573 1.1082 0.6417
H 0.6791 0.1588 2.3594
H 2.0031 0.7937 1.1395
H 1.8836 -0.9056 1.2589
H -0.2341 -1.6390 -0.0752
H -0.5046 -1.9703 2.1111
H -1.7362 -0.6917 2.1482
H -2.1410 -2.1738 1.2674
O -2.2934 -0.3802 -2.0035
H -1.9535 -0.5879 -1.1260
H -3.0819 0.2717 -1.9653
```

Calculated values
E_LUMO: 1.0 eV
Net charge: 0
Spin multiplicity: 1
E_HOMO: -9.26 eV

=====

Entry 3
The following is a quantum chemistry calculation of a cluster of 2 separate species, C5H15NO in total, from the Open Molecules 2025 dataset.

```
22
C5H15NO (ωB97M-V/def2-TZVPD)
C -0.7382 1.1349 1.2202
C -0.8910 -0.2631 0.6099
C -2.0786 -1.0341 1.2155
N -1.0256 -0.2914 -0.8732
C 0.3059 0.0106 -1.4306
C -1.9579 0.7037 -1.4178
H 0.1686 1.5235 0.7685
H -0.7887 1.1716 2.3043
H -1.5819 1.7423 0.9040
H -0.0752 -0.9326 0.8881
H -1.8199 -1.1947 2.2634
H -2.9789 -0.4141 1.2278
H -2.2433 -1.9321 0.6611
H 0.9782 -0.6619 -0.8878
H 0.4027 -0.2110 -2.4927
H 0.7305 1.0101 -1.2629
H -1.6629 0.8660 -2.4610
H -1.8770 1.6770 -0.9945
H -2.9321 0.2488 -1.5895
O 6.7975 -1.1441 0.8531
H 6.8864 -0.3371 0.3325
H 6.3816 -1.6725 0.1618
```

Calculated values
E_LUMO: 0.8 eV
Net charge: 0
Spin multiplicity: 1
E_HOMO: -8.74 eV

=====

Entry 4
The following is a quantum chemistry calculation of a cluster of 2 separate species, C5H15NO in total, from the Open Molecules 2025 dataset.

```
22
C5H15NO (ωB97M-V/def2-TZVPD)
C 1.4648 1.1422 1.3162
C 0.6794 -0.1039 1.0314
N -0.3109 0.0146 -0.0382
C -0.9759 1.3038 -0.1450
C -1.2109 -1.1258 0.0241
C -2.2237 -1.2004 -1.1121
H 2.2514 0.9672 2.0432
H 1.9236 1.4267 0.3605
H 0.8579 2.0048 1.5785
H 0.1947 -0.5016 1.9249
H 1.3703 -0.8894 0.6956
H -1.5827 1.5923 0.7206
H -1.5262 1.3084 -1.0856
H -0.2167 2.0781 -0.2786
H -1.6945 -1.1868 1.0201
H -0.5667 -2.0074 -0.0481
H -1.6796 -1.4927 -2.0085
H -2.6408 -0.2206 -1.3724
H -3.0616 -1.8282 -0.8608
O 3.1671 -0.1863 -1.5485
H 2.3713 -0.7351 -1.5927
H 3.4097 -0.3599 -0.6244
```

Calculated values
E_LUMO: 0.9 eV
Net charge: 0
Spin multiplicity: 1
E_HOMO: -8.49 eV

=====

Of them, entry 1 has the highest stability.

=====

Entry 1
The following is a quantum chemistry calculation of a cluster of 2 separate species, C5H15NO in total, from the Open Molecules 2025 dataset.

```
22
C5H15NO (ωB97M-V/def2-TZVPD)
C -0.3373 -2.0666 1.0497
C 0.1006 -0.6497 1.7712
C -0.4988 0.6356 1.2867
C -0.3754 0.8963 -0.3241
C -1.0662 2.2301 -0.5502
N 1.0126 0.6791 -0.8435
H 0.4676 -2.3240 0.2558
H -1.3592 -2.0427 0.6185
H -0.3917 -2.7705 1.8843
H -0.1920 -0.8628 2.7598
H 1.2234 -0.4183 1.8458
H -1.5056 0.8078 1.4191
H -0.0306 1.4928 1.7849
H -0.9806 0.1423 -0.7801
H -1.2785 2.5528 -1.5935
H -0.5544 2.8672 0.1432
H -2.1172 2.1848 -0.1102
H 1.2139 1.3429 -1.6291
H 1.8115 0.2283 -0.4563
O 1.9350 -1.5429 -3.1167
H 1.7811 -1.2370 -2.2025
H 1.1419 -2.1457 -3.2129
```

Calculated values
E_LUMO: 0.9 eV
Net charge: 0
Spin multiplicity: 1
E_HOMO: -8.85 eV

=====

Entry 2
The following is a quantum chemistry calculation of a cluster of 2 separate species, C5H15NO in total, from the Open Molecules 2025 dataset.

```
22
C5H15NO (ωB97M-V/def2-TZVPD)
C -2.0523 1.6352 -0.4844
C -1.8162 0.2547 0.4199
N -0.2708 -0.0244 0.2862
C 0.1948 -0.8927 1.3535
C 0.9347 0.8256 -0.2877
C 2.3452 0.2127 -0.0122
H -2.8928 2.1945 0.0867
H -1.2648 2.3171 -0.3619
H -1.9526 1.3253 -1.5822
H -2.2921 -0.7219 0.1968
H -2.1547 0.5619 1.3596
H 0.4438 -0.6670 2.3371
H 0.9501 -1.6345 1.0127
H -0.6028 -1.6209 1.5142
H 0.7730 1.8508 0.2446
H 0.6118 1.0155 -1.3947
H 3.1089 0.8334 -0.5115
H 2.4030 -0.8582 -0.2425
H 2.6452 0.2362 0.9948
O 0.4253 -2.0808 -1.9522
H 0.0373 -1.6582 -1.1745
H 0.4258 -3.1043 -1.8023
```

Calculated values
E_LUMO: 0.9 eV
Net charge: 0
Spin multiplicity: 1
E_HOMO: -8.12 eV

=====

Of them, entry 1 has the highest stability.

=====

Entry 1
The following is a quantum chemistry calculation of a cluster of 12 separate species, H24O12 in total, from the Open Molecules 2025 dataset.

```
36
H24O12 (ωB97M-V/def2-TZVPD)
O -1.6346 2.8881 -0.7502
H -1.7072 2.5628 0.1431
H -1.2608 3.7285 -0.9792
O -1.9866 -0.5175 1.2471
H -1.1263 -0.8320 0.9304
H -2.2054 -1.2690 1.8090
O -0.0042 0.9049 2.4563
H 0.1387 1.7649 2.0461
H -0.7157 0.3760 2.0675
O 0.8168 -2.8259 2.5652
H 0.6515 -2.0478 3.1004
H 0.9707 -3.6442 3.0367
O -1.8806 0.3240 -2.1409
H -1.7115 0.3092 -3.1065
H -2.4607 -0.4633 -2.0971
O 0.6161 1.5612 -1.2044
H 1.2242 0.8666 -1.4798
H -0.2697 1.1978 -1.3509
O -2.0996 -2.8677 0.3456
H -1.6007 -2.8169 -0.4735
H -3.0039 -2.8680 0.0176
O 0.2087 3.4746 1.0152
H 0.5352 4.3817 0.9591
H 0.6633 3.0714 0.2602
O 0.6790 -1.1341 0.3715
H 0.6847 -1.9396 0.9170
H 0.5934 -0.2891 0.8575
O -0.2149 -1.4358 -1.9089
H 0.3736 -1.2742 -1.0042
H 0.4872 -1.6012 -2.5734
O 2.2643 2.6536 -2.9912
H 1.5705 3.0271 -2.4394
H 1.8084 2.4968 -3.8221
O 3.3927 -2.9332 1.1286
H 3.0767 -2.1758 1.6140
H 2.6561 -3.4623 0.8339
```

Calculated values
E_LUMO (alpha / beta): -4.0 / -9.9 eV
Expectation value of S²: 0.758
Net charge: +1
Spin multiplicity: 2
E_HOMO (alpha / beta): -13.98 / -13.97 eV

=====

Entry 2
The following is a quantum chemistry calculation of a cluster of 12 separate species, H24O12 in total, from the Open Molecules 2025 dataset.

```
36
H24O12 (ωB97M-V/def2-TZVPD)
O 0.1008 -0.7684 3.6950
H -0.6390 -0.9522 3.1177
H 0.2600 -1.5643 4.1996
O -3.2448 1.0672 -2.1236
H -2.7262 1.3111 -2.9656
H -3.4760 0.1507 -2.2641
O -3.7358 -2.0958 -1.2306
H -3.6101 -2.0966 -0.2679
H -4.3375 -1.3419 -1.2331
O 0.7742 -0.8649 -4.8022
H 0.5959 0.0567 -4.9881
H 1.6020 -0.8363 -4.3257
O -2.1806 3.1890 1.9230
H -2.0730 4.0994 1.6232
H -1.9072 2.7371 1.0599
O 1.4938 0.1028 1.8310
H 1.8764 0.9686 2.0703
H 0.6720 0.0958 2.4285
O -0.5642 2.6346 -1.9765
H -0.5406 1.7033 -1.6410
H 0.2100 2.5988 -2.5898
O 0.6441 -3.6595 2.3920
H 0.3292 -3.1010 3.0766
H 1.5793 -3.4336 2.1312
O 0.6390 0.5920 -0.7023
H 0.4937 0.4925 0.2618
H 1.5385 0.2560 -0.6984
O -0.0621 2.7517 0.6623
H -0.3385 3.0398 -0.3454
H 0.4401 3.4519 1.0973
O 2.7942 -2.2131 2.2675
H 2.0238 -1.5280 2.0978
H 3.3593 -1.5322 2.6418
O 2.6402 -1.3907 -2.1850
H 2.3697 -2.0751 -2.8100
H 2.9992 -1.8451 -1.4272
```

Calculated values
E_LUMO (alpha / beta): -4.0 / -10.1 eV
Expectation value of S²: 0.759
Net charge: +1
Spin multiplicity: 2
E_HOMO (alpha / beta): -13.40 / -13.40 eV

=====

Of them, entry 1 has the highest stability.